# 1
The following is a quantum chemistry calculation of an isolated molecule of C6H8O4Se in a non-equilibrium geometry, from the OMol25 dataset.

The geometry in XYZ format:
```
19
Properties=species:S:1:pos:R:3:forces:R:3
C -2.002 0.800 -0.603 -1.81 3.24 1.36
C -0.013 -1.526 0.275 -0.77 -2.22 -0.04
C -2.204 -0.325 -1.291 1.40 -2.27 -1.03
C 0.375 1.016 0.104 0.16 -1.89 -0.31
C 0.115 -0.218 1.062 1.26 -0.85 -1.55
C 1.488 0.775 -0.917 -0.41 -2.57 2.93
O -2.844 1.511 -0.055 0.54 -0.36 0.17
O -0.689 1.381 -0.693 0.54 0.96 0.49
O 1.278 -0.409 1.893 -1.32 1.42 0.30
O 2.717 0.365 -0.646 -0.20 0.28 -1.31
Se -0.449 -1.140 -1.589 -0.81 -0.31 -0.14
H 0.919 -2.235 0.204 -1.49 1.65 0.63
H -0.903 -2.138 0.715 1.71 0.93 -0.91
H -3.209 -0.778 -1.313 1.08 -0.21 -0.27
H 0.728 1.755 0.811 0.10 1.00 0.01
H -0.814 -0.014 1.597 0.18 0.05 0.28
H 1.418 1.264 -1.821 -0.20 1.31 -1.86
H 1.172 0.379 2.454 0.88 -0.49 0.46
H 2.919 -0.462 -0.187 -0.82 0.32 0.77
```
Forces are in eV/Å.

HOMO (spin up / spin down), eV: -7.426 / -7.426
Calculated total energy, Ha: -2935.63344
Max |F|, Eh/bohr: 0.0770
Frontier orbital gap (spin up / spin down), eV: 5.79 / 5.79
Molar mass, g/mol: 223.09
Energy above the lowest of the compared OMol25 structures with the same formula, charge and spin, kJ/mol: 55.0
LUMO level (spin up / spin down), eV: -1.6 / -1.6



# 2
The following is a quantum chemistry calculation of a cluster of 12 separate species, C30H75N3O18 in total in a non-equilibrium geometry, from the OMol25 dataset.

The geometry in XYZ format:
```
126
Properties=species:S:1:pos:R:3:forces:R:3
C -3.315 1.421 3.830 -0.73 1.91 0.87
C -2.030 1.847 3.145 -0.54 1.26 1.11
C -1.134 2.626 4.120 -1.19 0.19 2.20
C -0.873 1.822 5.363 0.31 0.39 -1.00
N -0.627 1.183 6.284 -0.23 0.00 0.13
H -3.180 0.933 4.799 0.36 -0.04 -0.11
H -3.885 0.746 3.222 -0.61 -0.09 -0.43
H -3.888 2.392 4.091 0.45 -1.66 -0.58
H -2.253 2.520 2.323 -0.06 0.01 -0.27
H -1.503 1.019 2.752 0.80 -0.93 -0.37
H -1.528 3.616 4.529 -0.10 -1.22 -0.87
H -0.216 2.871 3.682 1.43 0.09 -0.62
C 4.200 -0.026 0.892 -0.40 -0.11 -1.81
C 4.693 -0.198 2.291 0.42 0.69 0.09
C 3.616 -0.672 3.243 -0.76 0.21 0.76
C 2.394 0.144 3.433 -0.32 0.15 -0.22
N 1.414 0.684 3.717 0.68 -0.17 -0.43
H 3.510 0.798 0.744 -0.29 0.17 0.26
H 3.687 -0.924 0.492 0.25 0.31 0.37
H 5.018 0.178 0.180 -0.06 -0.13 0.39
H 5.126 0.769 2.625 -0.05 -0.66 0.02
H 5.468 -0.965 2.220 0.05 0.13 0.57
H 3.928 -0.737 4.287 0.62 -0.33 -0.09
H 3.276 -1.654 2.939 -0.10 -0.33 -0.02
C -3.257 -4.203 5.224 0.51 -0.88 -0.31
C -3.156 -3.243 4.055 -0.56 0.60 0.63
C -2.073 -2.182 4.236 0.28 0.56 -0.27
C -0.800 -2.545 3.576 0.17 -0.25 0.60
N 0.178 -2.951 3.120 -0.53 0.26 0.02
H -4.168 -4.786 5.068 0.27 -0.28 0.36
H -3.290 -3.714 6.169 -0.62 0.87 0.66
H -2.379 -4.843 5.407 -0.23 -0.19 -0.78
H -4.119 -2.720 4.045 0.12 0.03 -0.25
H -3.073 -3.767 3.115 0.14 -0.13 -0.33
H -1.964 -1.970 5.294 0.71 -0.47 0.39
H -2.377 -1.176 3.946 -0.05 -0.15 -0.86
O -4.235 -1.357 -1.617 0.16 -0.86 -1.70
C -4.763 -0.493 -0.650 0.81 0.35 0.35
C -5.431 0.712 -1.262 -0.91 -1.07 -1.68
O -4.545 1.555 -1.964 0.41 -0.56 -0.38
H -3.747 -2.144 -1.313 -0.44 0.49 0.69
H -5.372 -1.023 0.076 -0.35 -0.01 0.01
H -3.917 -0.047 -0.153 0.43 0.11 0.85
H -5.892 1.214 -0.463 -0.39 1.14 1.18
H -6.275 0.474 -1.951 0.42 -0.35 0.40
H -4.342 1.041 -2.789 0.05 0.85 0.49
O -1.219 -2.036 -4.002 -1.75 -0.65 -0.08
C -1.386 -0.831 -4.742 1.39 1.10 -0.46
C -2.278 0.194 -4.078 0.01 -0.29 -0.95
O -3.676 -0.129 -4.039 0.91 -0.55 0.65
H -2.103 -2.491 -3.936 1.29 0.69 -0.19
H -0.319 -0.396 -4.844 -1.76 -0.45 0.33
H -1.750 -0.933 -5.771 -0.01 -0.75 0.08
H -2.122 1.108 -4.619 -0.31 0.60 -0.49
H -1.898 0.385 -3.119 0.35 0.21 1.74
H -3.754 -0.690 -3.225 -0.42 0.15 -0.54
O 0.601 3.117 1.274 -0.08 -1.25 -0.16
C 1.593 3.735 2.067 -1.17 1.01 1.00
C 2.715 4.281 1.279 1.01 0.24 0.06
O 2.344 5.364 0.456 -0.59 -0.88 -0.40
H 0.126 3.729 0.694 0.08 0.06 0.06
H 1.089 4.576 2.569 0.29 0.13 0.05
H 1.941 3.105 2.901 -0.23 -0.41 -0.72
H 3.211 3.487 0.713 -0.03 -0.14 -0.20
H 3.438 4.646 1.992 0.45 0.26 0.24
H 1.723 4.945 -0.184 0.34 0.88 -0.20
O -0.665 -5.342 -0.389 -0.37 -0.59 -0.52
C -1.144 -5.007 -1.691 -1.05 1.72 1.34
C -2.679 -4.827 -1.469 0.19 0.58 0.12
O -2.955 -3.824 -0.427 0.70 -0.92 -0.57
H 0.198 -4.938 -0.342 0.76 -0.19 0.68
H -0.613 -4.056 -1.909 -0.77 -0.31 -0.64
H -0.939 -5.723 -2.468 0.12 -0.57 -0.18
H -3.115 -5.796 -1.151 0.25 0.48 -0.21
H -3.230 -4.444 -2.344 0.37 -0.37 0.16
H -2.372 -4.076 0.317 -0.23 0.02 -0.26
O 2.401 3.286 -2.973 -0.16 -0.98 -0.99
C 3.703 3.519 -2.449 -0.74 1.00 -0.89
C 4.659 4.136 -3.529 0.63 -0.86 1.45
O 4.240 5.300 -4.195 -0.34 -0.45 -0.44
H 2.380 2.404 -3.420 -0.20 0.68 0.59
H 3.523 4.270 -1.655 0.45 -0.49 -0.10
H 4.051 2.548 -2.063 0.52 0.55 0.10
H 4.883 3.370 -4.294 -0.20 0.46 0.17
H 5.594 4.312 -2.951 -0.16 -0.03 -0.47
H 4.171 6.068 -3.629 0.05 -0.09 0.47
O -1.363 3.258 -0.832 -2.02 -0.65 0.93
C -1.548 4.182 -1.887 -0.46 -1.12 -1.04
C -0.546 5.261 -1.810 -1.15 2.02 -1.17
O 0.709 4.758 -1.682 2.02 -1.25 -0.47
H -2.223 2.756 -0.722 1.47 0.74 -0.20
H -1.300 3.627 -2.807 -0.29 0.12 -0.12
H -2.569 4.578 -2.012 0.19 -0.18 0.39
H -0.776 6.032 -1.039 0.39 -0.64 -0.19
H -0.607 5.771 -2.802 -0.28 0.19 0.57
H 0.976 4.186 -2.482 -0.03 0.85 1.61
O 4.544 -3.714 1.107 0.25 -0.04 0.64
C 3.716 -3.798 -0.024 0.89 0.29 -1.38
C 2.306 -3.486 0.323 -0.51 -1.91 -0.20
O 1.842 -4.674 0.996 -0.82 0.09 0.85
H 4.224 -4.427 1.688 0.22 0.38 -0.11
H 4.107 -3.231 -0.882 0.02 0.91 0.74
H 3.872 -4.765 -0.468 -0.76 -1.06 0.01
H 1.664 -3.358 -0.534 0.11 0.57 -0.45
H 2.258 -2.664 0.993 -0.05 0.91 0.48
H 1.141 -4.425 1.640 0.65 -0.02 -0.35
O 1.709 0.526 -3.198 -0.32 -0.03 2.65
C 2.534 -0.597 -3.426 2.49 2.07 -1.16
C 1.760 -1.818 -3.592 0.76 -2.66 0.01
O 1.131 -2.218 -2.383 2.55 -0.74 0.24
H 1.567 0.503 -2.179 -0.25 0.71 -1.88
H 3.089 -0.333 -4.416 -0.64 -0.81 1.59
H 3.303 -0.681 -2.587 -0.82 -0.10 -1.04
H 2.471 -2.637 -3.905 -0.56 0.57 0.49
H 1.055 -1.780 -4.389 -0.59 0.32 -0.54
H 0.250 -1.953 -2.371 -2.39 0.77 -0.43
O -1.470 -1.659 0.555 0.54 0.54 -0.23
C -0.938 -0.499 -0.124 0.46 -0.34 0.64
C 0.492 -0.195 0.346 0.29 -0.31 0.33
O 1.119 0.861 -0.411 -0.64 -0.59 0.50
H -1.901 -2.238 -0.086 0.03 0.12 -0.03
H -0.812 -0.695 -1.187 -0.72 0.31 -0.28
H -1.591 0.345 0.146 0.19 -0.01 -0.68
H 1.127 -1.083 0.238 -0.34 0.14 -0.20
H 0.475 0.017 1.417 0.09 0.31 -0.04
H 0.931 1.694 0.064 0.05 0.12 -0.16
```
Forces are in eV/Å.

HOMO, eV: -9.785
Calculated total energy, Ha: -2706.46845
Max |F|, Eh/bohr: 0.0669
Frontier orbital gap, eV: 10.20
Molar mass, g/mol: 765.93
SMILES: CCCC#N.CCCC#N.CCCC#N.OCCO.OCCO.OCCO.OCCO.OCCO.OCCO.OCCO.OCCO.OCCO
LUMO level, eV: 0.4



# 3
The following is a quantum chemistry calculation of an isolated molecule of C5H10O, from the OMol25 dataset.

The geometry in XYZ format:
```
16
Properties=species:S:1:pos:R:3:forces:R:3
C -2.322 -0.433 1.190 0.02 -0.02 0.01
C -1.283 0.391 0.452 -0.21 0.17 0.05
O -0.182 -0.437 0.131 0.07 -0.07 0.02
C 0.738 0.164 -0.727 0.07 0.11 -0.24
C 2.127 0.542 -0.280 0.05 0.14 0.13
C 1.895 -0.666 -1.157 0.01 -0.16 -0.12
H -3.185 0.190 1.447 0.15 -0.08 -0.04
H -1.908 -0.849 2.114 -0.03 0.06 -0.12
H -2.669 -1.263 0.566 0.08 0.12 0.08
H -1.723 0.797 -0.474 0.10 -0.05 0.13
H -0.959 1.248 1.064 0.01 -0.11 -0.06
H 0.279 0.818 -1.470 0.06 -0.14 0.07
H 2.579 1.422 -0.732 -0.11 -0.15 0.10
H 2.430 0.354 0.745 -0.19 0.01 -0.10
H 2.209 -0.642 -2.196 -0.06 0.00 0.16
H 1.975 -1.636 -0.674 -0.01 0.15 -0.07
```
Forces are in eV/Å.

HOMO, eV: -9.246
Calculated total energy, Ha: -271.69782
Max |F|, Eh/bohr: 0.0054
Frontier orbital gap, eV: 10.49
Molar mass, g/mol: 86.13
SMILES: CCOC1CC1
Energy above the lowest of the compared OMol25 structures with the same formula, charge and spin, kJ/mol: 143.9
LUMO level, eV: 1.2



# 4
The following is a quantum chemistry calculation of a structure of composition C35H26F3N5O11SV in a non-equilibrium geometry, from the OMol25 dataset.

The geometry in XYZ format:
```
82
Properties=species:S:1:pos:R:3:forces:R:3
V -0.802 -0.555 -1.714 -0.94 -0.36 1.08
O -1.783 -0.818 2.136 -0.07 0.05 0.00
C -1.430 -0.373 1.089 0.06 -0.05 -0.05
N -1.897 -0.762 -0.198 0.13 -0.01 0.11
C -3.043 -1.632 -0.288 0.12 0.13 0.07
O -3.414 -2.359 0.572 -0.11 0.04 -0.05
C -3.686 -1.423 -1.616 0.00 0.01 0.13
C -4.902 -1.953 -1.984 0.04 0.08 -0.03
C -5.380 -1.629 -3.247 0.03 0.00 0.02
C -4.625 -0.802 -4.065 0.00 -0.01 0.05
C -3.398 -0.337 -3.617 -0.03 0.02 -0.14
N -2.954 -0.642 -2.402 0.26 -0.30 -0.03
C -0.445 0.737 0.933 -0.01 0.00 0.13
C 0.048 1.460 1.997 0.02 -0.06 -0.06
C 0.971 2.461 1.718 0.01 -0.01 0.03
C 1.374 2.666 0.409 -0.04 -0.05 -0.10
C 0.833 1.879 -0.599 0.14 0.08 0.06
N -0.079 0.951 -0.330 0.01 0.09 -0.07
H -5.436 -2.593 -1.296 0.00 0.00 0.01
H -6.328 -2.019 -3.591 -0.01 0.00 0.00
H -4.967 -0.528 -5.053 0.00 0.01 -0.01
H -2.761 0.270 -4.246 0.00 -0.03 0.00
H -0.277 1.216 3.000 0.00 0.01 0.01
H 1.382 3.064 2.516 0.00 0.00 0.02
H 2.106 3.419 0.155 0.01 0.01 0.01
H 1.146 1.985 -1.629 0.00 0.00 0.02
F -1.527 -3.625 -5.131 0.00 0.04 0.04
C -0.632 -2.649 -5.137 0.10 -0.17 -0.16
F -1.229 -1.505 -5.459 -0.04 0.06 0.07
F 0.321 -2.912 -6.015 -0.05 0.02 -0.02
S 0.163 -2.512 -3.483 -0.37 0.30 0.43
O 0.803 -3.746 -3.220 -0.02 -0.02 0.02
O 0.887 -1.262 -3.455 0.20 -0.04 -0.36
O -1.076 -2.239 -2.581 0.60 -0.31 -0.65
C 3.181 1.169 5.289 0.02 0.05 0.04
C 2.245 0.008 5.082 -0.03 -0.06 -0.01
C 1.394 -0.359 6.116 -0.03 -0.03 -0.04
C 0.518 -1.423 5.962 0.00 0.05 0.06
C 0.523 -2.150 4.794 0.10 0.06 -0.03
C 1.381 -1.807 3.745 0.01 -0.10 0.10
N 1.276 -2.610 2.591 -0.02 0.30 -0.19
C 2.286 -2.888 1.676 0.20 -0.03 0.01
C 3.581 -3.187 2.106 -0.14 0.13 0.03
C 4.602 -3.358 1.194 0.04 0.00 -0.17
C 4.368 -3.235 -0.174 0.04 -0.03 0.15
C 3.090 -2.958 -0.619 -0.07 -0.10 -0.07
C 2.049 -2.819 0.294 0.06 -0.06 0.14
C 0.670 -2.545 -0.149 -0.41 0.49 -0.13
O -0.330 -3.154 0.101 0.31 0.05 0.05
O 0.591 -1.334 -0.843 -0.13 -0.31 -0.37
C 2.229 -0.691 3.860 -0.12 -0.03 0.07
C 3.090 -0.175 2.736 -0.03 -0.07 -0.10
H 3.108 1.538 6.310 0.01 -0.01 0.00
H 2.958 2.007 4.624 -0.02 0.01 -0.01
H 4.220 0.889 5.106 0.01 -0.01 -0.01
H 1.420 0.193 7.047 0.00 0.01 0.02
H -0.152 -1.703 6.764 0.00 0.01 0.03
H -0.131 -3.005 4.679 0.00 -0.03 -0.02
H 0.359 -2.969 2.390 -0.09 -0.05 -0.04
H 3.767 -3.264 3.170 0.00 0.00 0.02
H 5.597 -3.592 1.550 0.02 -0.01 0.00
H 5.173 -3.370 -0.882 0.02 0.01 -0.02
H 2.886 -2.879 -1.679 -0.02 0.01 0.01
H 4.091 -0.610 2.733 0.02 -0.05 0.02
H 3.218 0.902 2.824 -0.01 0.03 -0.02
H 2.659 -0.376 1.755 -0.04 -0.06 -0.03
O -0.413 1.851 -4.711 -0.17 0.22 0.11
C -0.792 1.948 -3.595 0.30 -0.77 0.30
O -0.866 0.757 -2.814 0.25 0.70 -0.35
C -1.182 3.150 -2.830 -0.01 0.16 -0.18
C -2.006 3.075 -1.710 -0.04 0.04 0.03
C -2.336 4.232 -1.027 0.09 -0.01 -0.06
C -1.819 5.430 -1.487 -0.09 0.12 0.09
C -1.014 5.536 -2.604 -0.01 -0.10 -0.03
C -0.697 4.374 -3.289 -0.06 -0.01 0.05
N -2.148 6.670 -0.734 0.14 -0.04 0.05
O -2.709 6.530 0.332 -0.01 0.05 -0.11
O -1.808 7.721 -1.229 -0.08 -0.07 0.05
H -2.393 2.123 -1.373 -0.01 0.01 -0.03
H -2.971 4.221 -0.154 -0.01 0.01 0.01
H -0.653 6.502 -2.921 0.00 0.01 0.01
H -0.075 4.406 -4.173 0.01 -0.02 -0.01
```
Forces are in eV/Å.

HOMO, eV: -9.868
Calculated total energy, Ha: -4092.34835
Max |F|, Eh/bohr: 0.0287
Total charge: +1
Frontier orbital gap, eV: 3.76
Molar mass, g/mol: 832.62
Energy above the lowest of the compared OMol25 structures with the same formula, charge and spin, kJ/mol: 103.0
LUMO level, eV: -6.1



Number 2 is which compound? C30H75N3O18



max |F| of number 1 (C6H8O4Se)? 0.0770 Eh/bohr



Which value of molar mass does entry 2 give? 765.93 g/mol